(1)
ORCA calculation (ωB97M-V with the def2-TZVPD basis set) on a structure of composition C2F6NO4PtS2Te4.

Geometry (Å):
Pt1 1.5142 -0.7577 0.9567
Te1 3.7191 -1.6740 1.4162
Te2 4.1924 -1.6860 4.0137
Te3 2.1203 -0.5060 5.1172
Te4 0.2768 -0.4493 3.1893
F1 -3.8681 -0.5465 -1.2566
C1 -2.8053 -1.3242 -1.2058
F2 -3.1044 -2.4714 -0.6183
F3 -2.3335 -1.5437 -2.4194
S1 -1.5094 -0.5041 -0.1736
O1 -0.3641 -1.4324 -0.1924
O2 -2.0627 -0.3023 1.1441
N1 -1.2483 0.7936 -0.9994
S2 -0.1157 1.7890 -0.5554
O3 0.6094 1.2986 0.6459
O4 -0.4946 3.1505 -0.5445
C2 1.1352 1.5912 -1.8981
F4 1.5597 0.3126 -1.9088
F5 0.6092 1.8843 -3.0665
F6 2.1697 2.3777 -1.6444

Atomic forces in eV per Å
-0.4 0.8 0.3
-0.2 -0.2 0.6
0.0 -0.1 -0.4
-0.1 0.2 -0.1
0.6 -0.3 -0.6
0.0 0.0 0.0
0.1 0.1 0.0
0.0 0.0 0.0
0.0 0.0 0.0
0.0 -0.3 0.6
0.0 0.0 -0.2
0.2 0.0 -0.2
0.2 0.4 0.1
-0.3 -0.3 -0.2
0.0 -0.3 0.1
0.0 0.0 0.0
0.0 0.0 0.0
0.0 0.0 0.0
0.0 0.0 0.0
0.0 0.0 0.0

Properties
LUMO (spin up / spin down) = -7.42 / -7.44 eV
orbital gap (spin up / spin down) = 4.75 / 4.72 eV
ΔE to the lowest compared entry with this formula, charge and spin = 0.0 kcal/mol
HOMO energy (spin up / spin down) = -12.2 / -12.2 eV
molar mass = 985.63 g mol⁻¹
charge = +1

***

(2)
ORCA calculation (ωB97M-V with the def2-TZVPD basis set) on the molecule C2FN3O3S in a non-equilibrium geometry.

Geometry (Å):
N1 -1.5139 2.2326 0.8641
C1 -1.1643 1.2005 0.4929
N2 -0.7570 -0.1119 0.2049
S1 0.6997 -0.7266 1.0720
N3 2.1557 0.1155 0.2863
O1 2.0263 0.8849 -0.5881
O2 3.1015 -0.2464 0.8802
C2 -1.3613 -0.9551 -0.7472
O3 -0.9614 -2.0828 -0.8739
F1 -2.2253 -0.3107 -1.5911

Atomic forces in eV per Å
0.2 -0.2 -0.3
0.2 -1.9 -0.1
0.8 1.5 1.0
-1.7 0.8 -0.9
-2.3 -0.5 0.4
-0.2 1.0 -1.3
2.0 -0.6 0.9
1.7 -1.1 -1.2
-1.7 1.9 -0.2
1.0 -0.8 1.7

Properties
LUMO = -0.66 eV
orbital gap = 10.72 eV
ΔE to the lowest compared entry with this formula, charge and spin = 0.0 kcal/mol
HOMO energy = -11.4 eV
molar mass = 165.11 g mol⁻¹
SMILES = N#CN(S[N+](=O)[O-])C(=O)F
charge = 0

***

(3)
ORCA calculation (ωB97M-V with the def2-TZVPD basis set) on the molecule C2H10B2N2 in a non-equilibrium geometry.

Geometry (Å):
B1 -2.1989 0.8311 1.9536
N1 -1.0469 0.6109 1.2416
C1 -0.5206 -0.2616 0.1987
C2 0.4428 0.4521 -0.7289
N2 1.1012 -0.4154 -1.6690
B2 2.2709 -1.1505 -1.2781
H1 -2.4747 1.7921 2.4654
H2 -2.9626 0.0227 1.9136
H3 -0.3402 1.3661 1.1957
H4 0.0445 -1.1242 0.8257
H5 -1.3534 -0.7817 -0.3550
H6 -0.1319 1.4061 -1.0443
H7 1.2143 0.8791 0.0453
H8 0.4481 -0.7742 -2.3673
H9 2.7993 -1.8555 -2.1318
H10 2.7082 -0.9971 -0.2650

Atomic forces in eV per Å
0.7 -0.7 -1.1
2.4 2.3 -1.5
-0.7 -4.0 1.9
0.2 2.2 2.8
0.1 -0.5 0.5
-1.4 0.0 -3.4
0.2 1.7 1.1
-1.7 -1.8 0.0
-0.9 -0.1 0.9
-0.9 1.6 -1.9
0.7 0.5 0.5
1.1 -1.6 -0.6
-0.8 -0.7 -1.8
0.7 0.3 -0.1
-0.5 0.2 0.6
0.9 0.5 2.0

Properties
LUMO = 0.68 eV
orbital gap = 10.77 eV
ΔE to the lowest compared entry with this formula, charge and spin = 27.8 kcal/mol
HOMO energy = -10.1 eV
molar mass = 83.74 g mol⁻¹
SMILES = BNCCNB
charge = 0

***

(4)
ORCA calculation (ωB97M-V with the def2-TZVPD basis set) on a cluster of 2 separate species, C2H10BrNOPS in total in a non-equilibrium geometry.

Geometry (Å):
C1 0.2389 -0.0760 -0.0974
C2 -1.2172 -0.6650 -0.1867
N1 -1.6572 -1.2790 1.0839
P1 -2.1085 -0.1671 2.3585
S1 -0.3601 0.2000 3.5712
Br1 -2.5548 1.8898 1.5056
H1 0.3500 0.8128 -0.7588
H2 0.5245 0.2018 0.9311
H3 0.9777 -0.8338 -0.4492
H4 -1.9317 0.0470 -0.6426
H5 -1.1311 -1.5039 -0.9190
H6 -2.5183 -1.7816 0.8631
H7 0.2362 1.2496 2.9083
O1 2.6021 0.4421 -2.4310
H8 2.4332 0.1988 -3.3653
H9 2.8251 1.3925 -2.3419
H10 3.2914 -0.1280 -2.0298

Atomic forces in eV per Å
-0.1 -0.1 -0.3
1.5 -1.0 -1.1
-0.3 2.2 -0.4
-0.2 -0.8 0.8
0.0 0.6 -0.9
0.4 -0.5 -0.1
-0.2 -0.4 0.5
-0.2 -0.1 -0.5
-0.5 0.3 0.4
0.3 -0.1 0.6
-0.3 0.5 0.4
0.1 -0.1 0.3
-0.4 -0.6 0.3
0.1 0.0 -0.1
0.0 0.0 0.0
0.0 0.0 0.0
0.0 0.0 0.1

Properties
LUMO = -5.61 eV
orbital gap = 5.64 eV
HOMO energy = -11.2 eV
molar mass = 207.05 g mol⁻¹
charge = +1

***

(5)
ORCA calculation (ωB97M-V with the def2-TZVPD basis set) on a structure of composition C2H10CeN3S in a non-equilibrium geometry.

Geometry (Å):
C1 1.5137 1.3988 0.1857
Ce1 0.2267 -0.1910 0.0550
N1 -1.3088 -1.8674 0.0390
N2 0.1964 0.0698 -2.1943
H1 -2.2560 -1.5505 0.2905
H2 1.4469 -1.0587 0.3524
H3 2.0736 1.4176 1.1319
H4 0.8605 2.2938 0.1298
H5 2.2276 1.4037 -0.6575
H6 -0.7142 0.2959 -2.6196
H7 0.5382 -0.7651 -2.6899
H8 0.8310 0.8336 -2.4678
H9 -1.4078 -2.3935 -0.8392
H10 -1.0540 -2.5610 0.7549
S1 -0.8957 0.7519 4.1847
C2 -1.0649 0.8971 2.7932
N3 -1.2135 1.0249 1.5517

Atomic forces in eV per Å
2.7 3.6 0.0
-7.2 4.5 2.1
-2.5 -2.6 -0.1
-0.3 0.4 -3.5
0.3 -0.1 0.0
6.3 -4.7 1.9
-0.1 0.0 -0.1
0.3 -0.2 0.1
0.0 0.0 0.2
0.4 0.0 0.0
-0.1 0.4 0.0
-0.3 -0.3 0.0
-0.1 0.0 0.4
-0.2 0.0 -0.2
1.4 -1.2 11.9
-1.8 1.5 -14.9
1.1 -1.3 2.3

Properties
LUMO = -4.05 eV
orbital gap = 7.54 eV
HOMO energy = -11.6 eV
molar mass = 248.31 g mol⁻¹
charge = +1

***

(6)
ORCA calculation (ωB97M-V with the def2-TZVPD basis set) on a cluster of 2 separate species, C2H10N in total in a non-equilibrium geometry.

Geometry (Å):
N1 -0.8551 -1.0113 1.2654
H1 -1.8504 -1.2645 1.3459
H2 -0.5771 -0.4397 2.0264
H3 -0.2905 -1.8347 1.1864
H4 -0.7236 -0.4495 0.4403
C1 1.1457 0.2298 -0.5088
C2 -0.0807 0.9970 -1.0514
H5 2.0667 0.4995 -1.0808
H6 1.0332 -0.8567 -0.6451
H7 1.3330 0.4729 0.5616
H8 -0.5649 0.4811 -1.8591
H9 -0.8548 1.1749 -0.2562
H10 0.2186 2.0013 -1.4246

Atomic forces in eV per Å
-1.5 -0.5 -0.4
0.3 0.0 0.1
0.4 0.5 1.3
0.5 -0.7 0.1
0.1 0.4 -0.9
0.6 0.3 -0.3
0.2 0.9 0.8
-0.8 -0.2 0.5
0.1 0.2 0.2
0.1 -0.2 -0.7
-0.2 -0.2 -0.5
0.5 0.1 -0.7
-0.3 -0.7 0.4

Properties
LUMO = -4.14 eV
orbital gap = 12.21 eV
ΔE to the lowest compared entry with this formula, charge and spin = 5.1 kcal/mol
HOMO energy = -16.4 eV
molar mass = 48.11 g mol⁻¹
charge = +1

***

(7)
ORCA calculation (ωB97M-V with the def2-TZVPD basis set) on a cluster of 2 separate species, C2H10N2 in total in a non-equilibrium geometry.

Geometry (Å):
C1 -0.9945 -0.7044 -1.3739
N1 0.1990 -0.0943 -0.5328
C2 0.3530 1.3428 -0.6739
H1 -1.9041 -0.3288 -1.0021
H2 -0.7742 -0.5066 -2.4121
H3 -0.9698 -1.8561 -1.4110
H4 1.0165 -0.5167 -0.9092
H5 0.8339 1.6931 -1.5758
H6 1.0062 1.7936 0.1240
H7 -0.5344 1.9190 -0.6158
N2 0.4092 -0.4298 2.4431
H8 0.6709 -1.2984 2.8932
H9 -0.6600 -0.5497 2.2937
H10 0.9065 -0.5111 1.5297

Atomic forces in eV per Å
3.6 -1.2 0.3
-2.4 -0.9 -0.9
1.5 0.7 0.7
-1.1 0.4 0.2
-0.6 0.7 -0.5
0.0 1.7 0.9
0.7 -0.4 -0.2
0.2 -0.2 -0.8
-0.5 -0.8 -0.3
-1.3 0.1 0.2
-1.4 -0.7 -0.6
0.0 -0.1 0.5
2.6 0.4 -0.2
-1.3 0.3 0.7

Properties
LUMO = 1.00 eV
orbital gap = 9.88 eV
ΔE to the lowest compared entry with this formula, charge and spin = 25.3 kcal/mol
HOMO energy = -8.9 eV
molar mass = 62.12 g mol⁻¹
SMILES = CNC.N
charge = 0

***

(8)
ORCA calculation (ωB97M-V with the def2-TZVPD basis set) on a cluster of 2 separate species, C2H10N2 in total.

Geometry (Å):
C1 -0.4219 -1.4951 0.5998
N1 -1.5851 -0.6466 0.3987
C2 -1.2597 0.7586 0.5494
H1 0.2574 -1.3613 -0.2539
H2 0.1404 -1.2299 1.5120
H3 -0.7121 -2.5422 0.6307
H4 -2.3359 -0.9254 1.0115
H5 -0.8512 1.0056 1.5410
H6 -2.1614 1.3549 0.4326
H7 -0.6113 1.0710 -0.2780
N2 2.6032 0.9084 -1.3920
H8 2.0513 1.5622 -0.8501
H9 2.8945 1.3889 -2.2337
H10 1.9919 0.1509 -1.6682

Atomic forces in eV per Å
0.2 0.3 -0.2
0.2 -0.2 -0.2
-0.6 0.1 -0.1
-0.1 -0.1 0.2
0.0 -0.2 -0.1
0.0 0.0 0.1
0.0 0.1 0.1
0.4 0.0 -0.2
-0.2 0.0 0.0
0.2 -0.1 0.4
0.0 0.0 0.1
0.0 0.0 0.0
0.0 0.0 0.0
0.0 0.0 0.0

Properties
LUMO = 1.03 eV
orbital gap = 9.88 eV
ΔE to the lowest compared entry with this formula, charge and spin = 8.8 kcal/mol
HOMO energy = -8.8 eV
molar mass = 62.12 g mol⁻¹
SMILES = CNC.N
charge = 0